{
  "formula": "C2H8N2",
  "method": "ωB97M-V/def2-TZVPD",
  "relative_energy_ev": 1.229,
  "fmax_ha_per_bohr": 0.05523,
  "smiles": "C=NC.N",
  "e_lumo_ev": 0.863,
  "elements": ["C", "N", "C", "H", "H", "H", "H", "H", "N", "H", "H", "H"],
  "xyz": [[-2.35427, 0.31688, -0.87456], [-2.51956, -0.88924, -1.15795], [-1.37770, -1.76651, -1.39730], [-3.22338, 0.92511, -0.65419], [-1.47838, 0.94504, -0.86547], [-1.35663, -2.20630, -2.40110], [-1.26401, -2.46378, -0.58585], [-0.46300, -1.13702, -1.19471], [3.53701, 1.68524, 2.31498], [2.63070, 1.93602, 2.64239], [4.24244, 1.20039, 2.83048], [3.62676, 1.45416, 1.34328]],
  "atomic_forces_ev_per_a": [[-0.9, 0.6, -0.1], [-0.3, -1.1, -0.1], [1.5, 2.3, 0.6], [-0.5, -0.1, 0.0], [1.2, -0.4, 0.0], [-0.2, 0.0, 0.5], [-0.7, -0.9, 0.0], [-0.2, -0.5, -0.9], [1.0, 0.4, -1.1], [-0.1, -0.4, 0.4], [-0.5, -0.1, 0.8], [-0.4, 0.1, -0.1]]
}



{
  "formula": "C35H67N3O14S",
  "method": "ωB97M-V/def2-TZVPD",
  "relative_energy_ev": 0.000,
  "fmax_ha_per_bohr": 0.03693,
  "smiles": "NC(=O)CCc1cnc2c(O)c(S)cc(CCCC(=O)O)c2n1.COCCOC.COCCOC.COCCOC.COCCOC.COCCOC",
  "e_lumo_ev": -0.424,
  "elements": ["N", "C", "O", "C", "C", "C", "C", "N", "C", "C", "O", "C", "S", "C", "C", "C", "C", "C", "C", "O", "O", "C", "N", "H", "H", "H", "H", "H", "H", "H", "H", "H", "H", "H", "H", "H", "H", "H", "H", "H", "C", "O", "C", "C", "O", "C", "H", "H", "H", "H", "H", "H", "H", "H", "H", "H", "C", "O", "C", "C", "O", "C", "H", "H", "H", "H", "H", "H", "H", "H", "H", "H", "C", "O", "C", "C", "O", "C", "H", "H", "H", "H", "H", "H", "H", "H", "H", "H", "C", "O", "C", "C", "O", "C", "H", "H", "H", "H", "H", "H", "H", "H", "H", "H", "C", "O", "C", "C", "O", "C", "H", "H", "H", "H", "H", "H", "H", "H", "H", "H"],
  "xyz": [[1.06764, 2.55809, 2.80558], [1.56660, 1.82288, 3.87416], [2.71371, 1.42063, 3.89260], [0.66110, 1.55327, 5.08370], [-0.54539, 0.66460, 4.73618], [-0.18311, -0.81617, 4.55421], [-1.19263, -1.78095, 4.82585], [-1.05104, -3.07152, 4.68949], [0.19402, -3.39439, 4.24197], [0.47524, -4.76554, 4.00341], [-0.51628, -5.67555, 4.19607], [1.67711, -5.19651, 3.55502], [1.94839, -6.91898, 3.22081], [2.71148, -4.22836, 3.34739], [2.47964, -2.91860, 3.55996], [3.58891, -1.88794, 3.30053], [4.99661, -2.50388, 3.24124], [6.12508, -1.46288, 2.95911], [5.70806, -0.35920, 1.98551], [5.77237, 0.79789, 2.31638], [5.27854, -0.67743, 0.73265], [1.20722, -2.47217, 4.00192], [1.01743, -1.13486, 4.16453], [0.05667, 2.61845, 2.79685], [1.43172, 2.20468, 1.92850], [1.22054, 1.20432, 5.94966], [0.23630, 2.53536, 5.35712], [-1.11276, 1.01636, 3.86280], [-1.26277, 0.68816, 5.56891], [-2.16230, -1.41729, 5.16871], [-1.09396, -5.36605, 4.90642], [1.73164, -7.57104, 4.38596], [3.64988, -4.63123, 2.98895], [3.58752, -1.13218, 4.09132], [3.35284, -1.45010, 2.32093], [5.08842, -3.28476, 2.47830], [5.20706, -2.92873, 4.23097], [6.92756, -2.01691, 2.44348], [6.54905, -1.06373, 3.87764], [5.40951, -1.62071, 0.56835], [-3.14399, -2.80920, 0.36733], [-3.53503, -1.83895, -0.59640], [-4.34853, -0.81731, -0.04215], [-3.54150, 0.43235, 0.24513], [-2.58287, 0.18900, 1.26526], [-1.28007, -0.03509, 0.74977], [-2.33451, -3.40114, -0.05601], [-2.79379, -2.34377, 1.29195], [-3.98362, -3.47555, 0.58621], [-4.85079, -1.16893, 0.86440], [-5.11950, -0.57971, -0.78207], [-4.21529, 1.21430, 0.61036], [-3.05851, 0.80276, -0.66442], [-0.83338, 0.91976, 0.44797], [-1.28353, -0.71978, -0.09987], [-0.67529, -0.46633, 1.54902], [-4.20565, -9.12829, -0.81097], [-2.81321, -8.99527, -1.04050], [-2.49073, -7.86656, -1.83973], [-2.00334, -6.70437, -0.99826], [-3.03045, -6.19674, -0.15868], [-2.92053, -6.65973, 1.17998], [-4.34377, -9.84412, -0.00157], [-4.66464, -8.17959, -0.52509], [-4.69695, -9.51664, -1.70978], [-3.34690, -7.56793, -2.45236], [-1.68527, -8.17265, -2.51460], [-1.70499, -5.89005, -1.66674], [-1.12838, -6.99346, -0.40781], [-2.11753, -6.12321, 1.69658], [-2.72842, -7.73327, 1.22667], [-3.86311, -6.44888, 1.68482], [1.78772, 4.61161, -0.22407], [1.64903, 3.56235, -1.17012], [1.86789, 3.99018, -2.50711], [3.25793, 3.62881, -2.98954], [4.25955, 4.33734, -2.27496], [4.87142, 3.55590, -1.25752], [1.86031, 4.16461, 0.76575], [2.68099, 5.21254, -0.40360], [0.90029, 5.25434, -0.25476], [1.69151, 5.06624, -2.60350], [1.13389, 3.47157, -3.13343], [3.34783, 3.91738, -4.04129], [3.42392, 2.54917, -2.92167], [5.57578, 2.84779, -1.70534], [4.13741, 3.01042, -0.66194], [5.42191, 4.22988, -0.60306], [1.61446, 4.37906, -6.79977], [1.99850, 3.04412, -6.51221], [0.88297, 2.18173, -6.33538], [0.61009, 1.35633, -7.57639], [0.19552, 2.16777, -8.66546], [1.24084, 2.43204, -9.58661], [2.49321, 4.90784, -7.16693], [0.83193, 4.42403, -7.55970], [1.26567, 4.87256, -5.88538], [-0.00546, 2.75154, -6.04591], [1.13034, 1.50409, -5.51171], [-0.21014, 0.66409, -7.36293], [1.48936, 0.76391, -7.84734], [1.42223, 1.54841, -10.20744], [2.16624, 2.71993, -9.08359], [0.92104, 3.25129, -10.22926], [-2.11979, 4.33982, 0.21553], [-2.15398, 5.53942, 0.97041], [-2.35544, 6.69169, 0.16442], [-3.79667, 7.15727, 0.20438], [-4.67046, 6.21079, -0.39463], [-5.34751, 5.40556, 0.55544], [-2.21977, 3.50266, 0.90787], [-2.93196, 4.29099, -0.51316], [-1.15809, 4.25413, -0.30200], [-2.03783, 6.50456, -0.86610], [-1.71952, 7.48297, 0.57331], [-3.88214, 8.08218, -0.37409], [-4.10475, 7.37278, 1.23208], [-6.15565, 5.97907, 1.02152], [-4.67344, 5.03131, 1.32897], [-5.78076, 4.55726, 0.02661]],
  "atomic_forces_ev_per_a": [[-0.6, -0.7, 0.4], [1.3, -0.8, 0.9], [-0.4, 0.4, -0.3], [-1.0, 1.2, -0.9], [0.1, -0.9, 0.6], [-0.3, 1.2, 0.0], [-0.9, 0.0, 0.2], [0.7, 0.8, -0.1], [0.0, -1.0, -0.1], [-1.1, -0.5, 0.2], [0.0, -0.2, 0.3], [0.6, 0.0, 0.4], [0.4, -0.3, -0.6], [-0.7, -1.6, -0.1], [1.4, 1.1, -0.1], [-0.1, -0.7, -0.1], [0.2, 0.6, 0.2], [-0.3, -1.0, -1.2], [0.4, 1.3, 1.3], [-0.2, -0.6, -0.6], [0.2, -0.4, 0.3], [0.6, 0.3, -0.2], [-0.6, -0.4, 0.1], [0.1, 0.1, -0.1], [0.2, 0.3, 0.0], [0.2, -0.2, -0.4], [0.1, -0.2, 0.1], [0.2, 0.0, 0.0], [0.1, 0.2, -0.1], [0.1, -0.1, 0.0], [-0.2, 0.2, -0.3], [-0.2, 0.7, 0.0], [0.0, 0.2, 0.1], [-0.2, 0.2, -0.4], [0.1, 0.4, 0.4], [-0.2, 0.0, 0.2], [0.0, -0.3, -0.3], [0.0, 0.1, 0.3], [-0.3, 0.4, -0.2], [-0.1, 0.0, 0.0], [-0.1, -0.1, -0.1], [0.1, 0.0, 0.3], [0.1, 0.0, -0.5], [-0.2, 0.0, 0.4], [0.2, 0.0, -0.1], [0.1, 0.2, 0.2], [-0.1, 0.0, -0.1], [0.0, 0.0, 0.0], [0.1, 0.0, 0.1], [0.1, 0.0, 0.0], [0.0, 0.0, 0.0], [0.0, 0.0, 0.0], [0.0, -0.1, 0.0], [0.1, -0.1, -0.1], [0.0, 0.0, 0.0], [0.0, 0.0, 0.0], [0.1, -0.1, 0.0], [-0.2, 0.2, 0.1], [0.3, -0.2, 0.1], [-0.2, 0.3, -0.2], [0.0, -0.3, 0.1], [0.0, 0.2, 0.0], [0.1, 0.0, 0.0], [0.0, 0.0, 0.0], [-0.1, 0.1, 0.0], [0.0, 0.1, 0.0], [0.0, 0.0, 0.0], [0.0, 0.0, 0.0], [0.0, -0.1, 0.0], [0.0, -0.1, 0.1], [0.0, 0.0, 0.0], [0.0, 0.0, 0.0], [-0.1, -0.1, 0.0], [0.1, 0.2, 0.1], [-0.1, -0.4, 0.0], [0.1, 0.4, -0.2], [-0.1, -0.2, 0.2], [0.1, 0.1, -0.1], [0.0, 0.0, 0.0], [0.0, 0.0, -0.1], [0.1, 0.1, 0.1], [0.1, 0.0, 0.0], [0.0, 0.0, 0.0], [0.0, -0.1, 0.0], [-0.1, 0.0, 0.0], [0.0, -0.1, 0.1], [0.0, 0.0, 0.0], [0.0, 0.0, -0.1], [0.1, 0.0, 0.1], [-0.2, 0.1, -0.1], [0.4, -0.2, 0.1], [-0.4, 0.1, 0.0], [0.2, 0.1, 0.1], [-0.1, -0.1, -0.1], [0.0, 0.0, 0.0], [0.0, 0.0, 0.0], [-0.1, 0.1, -0.1], [0.0, 0.0, -0.1], [0.0, 0.0, 0.0], [0.0, 0.0, 0.0], [0.0, 0.0, 0.0], [0.1, 0.0, 0.0], [0.0, 0.0, 0.0], [-0.1, 0.0, 0.0], [0.2, 0.0, 0.1], [-0.1, -0.1, -0.1], [0.1, 0.1, 0.4], [0.0, 0.0, -0.4], [0.1, -0.1, 0.2], [-0.1, 0.1, -0.1], [0.0, 0.0, 0.0], [0.0, 0.0, 0.0], [-0.1, -0.1, -0.1], [-0.1, 0.0, 0.0], [0.0, 0.0, 0.0], [0.0, 0.0, 0.0], [0.0, 0.0, 0.0], [0.0, -0.1, 0.1], [0.0, 0.0, 0.0], [0.0, 0.0, 0.0]]
}



{
  "formula": "C6H9ClS",
  "method": "ωB97M-V/def2-TZVPD",
  "relative_energy_ev": 2.578,
  "fmax_ha_per_bohr": 0.08472,
  "e_lumo_ev": 0.102,
  "elements": ["C", "C", "C", "C", "C", "C", "H", "H", "H", "H", "H", "H", "H", "H", "H", "S", "Cl"],
  "xyz": [[-0.48606, 0.31307, -0.04181], [-1.66012, -0.31885, 0.60564], [-0.00931, -0.32623, -1.37126], [1.47824, -0.27386, -1.07850], [1.80873, -0.22158, 0.19406], [0.56615, -0.04202, 1.01414], [0.12165, 2.74271, 1.01971], [-1.86460, -0.00673, 1.61698], [-1.22079, -1.33296, 0.72629], [-0.50282, 0.00128, -2.34102], [-0.17407, -1.44751, -1.39786], [2.01328, -0.52748, -1.99448], [2.81048, -0.07707, 0.47709], [0.75828, 0.65124, 1.97952], [0.27119, -1.08922, 1.31812], [-0.74497, 2.14392, -0.38372], [-3.16526, -0.18870, -0.34292]],
  "atomic_forces_ev_per_a": [[-0.9, 1.4, 0.5], [-0.7, -1.2, -0.4], [-0.3, -1.2, 0.8], [-0.4, -0.8, -3.0], [-0.6, 1.1, -1.0], [1.9, 0.4, 1.6], [-2.1, -1.4, -3.3], [-0.1, 0.6, 0.1], [-1.9, -0.1, -0.5], [1.1, 0.3, 1.3], [-0.4, 0.9, 0.3], [1.0, 0.4, 0.7], [1.0, -0.4, 0.8], [-1.0, -1.5, -2.3], [0.7, 1.1, 0.6], [2.4, 0.6, 3.6], [0.1, -0.4, 0.1]]
}



{
  "formula": "C11H35BrIN4O7",
  "method": "ωB97M-V/def2-TZVPD",
  "fmax_ha_per_bohr": 0.01235,
  "charge": 1,
  "e_lumo_ev": -5.369,
  "elements": ["Br", "C", "C", "C", "C", "N", "N", "N", "I", "N", "H", "H", "H", "H", "H", "H", "H", "C", "O", "H", "H", "H", "H", "C", "O", "H", "H", "H", "H", "C", "O", "H", "H", "H", "H", "C", "O", "H", "H", "H", "H", "C", "O", "H", "H", "H", "H", "C", "O", "H", "H", "H", "H", "C", "O", "H", "H", "H", "H"],
  "xyz": [[-2.85574, -5.90373, 0.94180], [-3.30537, -5.74015, -0.92793], [-2.29540, -4.89471, -1.70987], [-2.88228, -3.57343, -2.24050], [-3.11795, -2.58402, -1.17020], [-4.06709, -2.63414, -0.22059], [-3.93218, -1.57733, 0.54142], [-2.93778, -0.86692, 0.10623], [-2.30920, 0.90883, 0.90251], [-2.41511, -1.47468, -0.97148], [-4.31166, -5.32491, -0.96650], [-3.34917, -6.75012, -1.32621], [-1.41982, -4.70126, -1.09508], [-1.97555, -5.45936, -2.58735], [-2.26041, -3.15202, -3.02876], [-3.85435, -3.78204, -2.69937], [-1.62015, -1.11608, -1.48623], [-2.63678, -0.81354, -4.80779], [-1.75182, -1.88304, -5.12283], [-2.13514, -0.18123, -4.07549], [-2.86450, -0.20445, -5.68331], [-3.57685, -1.18438, -4.38391], [-2.18094, -2.43008, -5.78787], [1.39471, -6.56640, -0.85205], [0.63320, -5.47775, -0.32862], [1.24093, -6.57200, -1.92847], [2.46088, -6.44423, -0.65397], [1.05977, -7.52212, -0.44419], [0.75653, -5.45996, 0.62475], [0.69519, 3.94444, 2.14070], [-0.68296, 3.54422, 2.09050], [0.72615, 5.00101, 1.90011], [1.10958, 3.79834, 3.13820], [1.29659, 3.39944, 1.41071], [-0.72801, 2.61340, 2.30896], [2.22313, 7.15271, 3.45680], [2.99914, 6.24621, 2.67150], [1.86066, 6.59447, 4.31615], [2.82401, 7.99097, 3.81304], [1.36614, 7.53879, 2.89941], [3.31790, 6.74319, 1.91217], [5.05481, 3.34600, 0.97412], [5.75666, 4.53839, 1.30095], [5.80096, 2.56387, 0.85681], [4.36168, 3.05682, 1.76963], [4.50406, 3.44326, 0.03343], [5.10565, 5.23331, 1.42466], [-6.65598, -0.39698, 2.51274], [-7.71974, -0.49036, 3.44162], [-7.08240, -0.04002, 1.57731], [-5.88927, 0.31427, 2.84124], [-6.18870, -1.36970, 2.33488], [-7.37340, -0.80070, 4.28227], [8.34502, 3.35666, -1.01123], [8.29455, 2.39283, 0.03389], [8.58049, 2.81744, -1.92579], [7.38690, 3.86821, -1.13758], [9.12291, 4.10348, -0.83631], [8.09747, 2.86129, 0.85096]],
  "atomic_forces_ev_per_a": [[0.0, 0.1, 0.2], [-0.1, 0.0, -0.3], [-0.1, 0.0, 0.0], [-0.3, -0.3, -0.2], [-0.2, 0.0, 0.1], [0.1, 0.2, -0.1], [0.1, 0.0, 0.0], [-0.1, -0.2, 0.0], [0.0, 0.2, -0.2], [0.1, 0.0, 0.0], [0.1, 0.0, 0.1], [0.0, 0.0, 0.1], [0.2, -0.1, -0.1], [0.1, 0.1, 0.1], [0.2, 0.1, 0.1], [0.0, 0.1, 0.0], [0.0, 0.1, 0.1], [0.0, -0.2, -0.1], [-0.2, 0.0, 0.2], [0.0, 0.0, 0.0], [0.0, 0.0, 0.0], [0.0, 0.1, 0.0], [0.1, 0.0, -0.1], [0.0, 0.0, 0.0], [0.1, 0.0, 0.0], [0.0, 0.0, 0.0], [0.0, 0.0, 0.0], [0.0, 0.0, 0.0], [0.0, 0.0, 0.0], [0.0, 0.0, 0.0], [-0.3, -0.1, -0.3], [0.0, 0.0, 0.0], [0.0, 0.0, 0.0], [0.0, 0.0, 0.0], [0.3, -0.1, 0.5], [0.0, -0.1, 0.1], [0.0, 0.1, -0.2], [0.0, 0.0, 0.0], [0.0, 0.0, 0.0], [0.0, 0.0, 0.0], [0.0, 0.0, 0.0], [0.1, 0.0, 0.1], [-0.1, -0.1, -0.1], [0.0, -0.1, 0.0], [0.0, 0.0, 0.0], [0.0, 0.0, 0.0], [0.1, 0.0, 0.2], [0.0, -0.1, 0.1], [0.0, 0.1, -0.1], [0.0, 0.0, 0.0], [0.0, 0.0, 0.0], [0.0, 0.0, 0.0], [0.0, 0.0, 0.0], [0.0, -0.1, 0.0], [-0.1, 0.1, 0.0], [0.0, 0.0, 0.0], [0.0, 0.0, 0.0], [0.0, 0.0, 0.0], [0.1, 0.0, 0.0]]
}